Formula: C26H20N8OOsS2
Source: OMol25
Level of theory: wB97M-V/def2-TZVPD

Structure (ORCA input):
```
! RIJCOSX wB97M-V def2-TZVPD def2/J DEFGRID3
* xyz 2 5
Os -0.4541 0.1860 0.2168
S -2.0146 2.1290 -0.7112
C -4.1545 0.8103 0.7242
C -5.2059 0.8825 1.6091
C -5.8693 -0.2854 1.9599
C -5.5585 -1.5322 1.3438
C -4.5110 -1.6411 0.4982
C -3.6090 -0.4858 0.2712
S -2.0936 -0.8626 1.3283
H -5.5424 1.8439 1.9760
H -6.6875 -0.2478 2.6668
H -6.1742 -2.3899 1.5766
H -4.2197 -2.5908 0.0643
C 4.0562 2.4543 -2.2037
N 3.2085 1.5456 -1.4257
C 2.0095 1.7767 -0.9350
N 1.5160 0.6282 -0.4513
C 2.5191 -0.2870 -0.6888
N 3.5479 0.2466 -1.2746
C 3.3777 2.9001 -3.4824
C 3.8529 4.0348 -4.1304
C 3.3200 4.4174 -5.3512
C 2.2949 3.6856 -5.9308
C 1.7992 2.5673 -5.2727
C 2.3472 2.1686 -4.0562
C 0.7281 1.7802 -5.8838
N 0.5372 1.5355 -7.1322
N -0.5828 0.7445 -7.2153
C -0.9891 0.5474 -6.0112
O -0.1992 1.1678 -5.0945
C -2.1606 -0.2176 -5.5870
C -2.5976 -1.2748 -6.3792
C -3.7276 -1.9880 -6.0130
C -4.4299 -1.6451 -4.8677
C -4.0117 -0.5723 -4.0894
C -4.8691 -0.1426 -2.9264
N -4.0693 0.5083 -1.8755
C -3.0571 -0.2773 -1.1743
N -1.7947 0.4750 -1.0989
C -3.7482 1.9518 -0.1590
N -4.5363 1.5523 -1.3144
C -2.8707 0.1373 -4.4446
H 4.9606 1.8862 -2.4148
H 4.3275 3.3048 -1.5796
H 1.5145 2.7335 -0.9592
H 2.4628 -1.3298 -0.4232
H 4.6541 4.6149 -3.6880
H 3.7047 5.2950 -5.8522
H 1.8723 3.9735 -6.8837
H 1.9779 1.2585 -3.5977
H -2.0455 -1.5260 -7.2746
H -4.0643 -2.8142 -6.6237
H -5.3182 -2.2014 -4.5921
H -5.3729 -0.9968 -2.4610
H -5.6286 0.5836 -3.2135
H -2.8926 -1.2082 -1.7129
H -4.1115 2.9176 0.1833
H -2.5437 0.9969 -3.8696
*
```

Calculated values
E_HOMO (spin up / spin down): -13.44 / -13.44 eV
LUMO level (spin up / spin down): -8.00 / -8.52 eV
E_tot: -2402.3874 Ha
F_max: 0.0109 Eh/bohr
Relative energy (zero: lowest compared OMol25 entry of this formula, charge and spin): 4.5459 eV
Orbital gap (spin up / spin down): 5.44 / 4.92 eV